1.
ORCA calculation (ωB97M-V/def2-TZVPD) on C3H4O3 in the gas phase.

```
! RIJCOSX wB97M-V def2-TZVPD def2/J DEFGRID3
* xyz 0 1
O 2.4498 -0.3346 0.8339
C 1.2563 -0.3688 0.6082
C 0.5040 0.8317 0.1770
C -0.7783 0.8868 -0.1970
O -1.5794 -0.1239 -0.6211
O -0.7801 -1.2456 -0.9499
H 0.6455 -1.2678 0.8285
H 1.0227 1.7791 0.2838
H -1.3486 1.8146 -0.2095
H -1.3919 -1.9715 -0.7539
*
```

As for the calculated total energy: -342.2897 Ha. The value obtained for the energy above the lowest of the compared OMol25 structures with the same formula, charge and spin is 104.3 kcal per mole. The frontier orbital gap comes out at 0.3726 hartree. Its LUMO energy is 0.55 eV. For the highest occupied orbital energy, the calculation gives -9.59 eV.

2.
ORCA calculation (ωB97M-V/def2-TZVPD) on a 2-piece molecular cluster, C3H4O3 overall.

```
! RIJCOSX wB97M-V def2-TZVPD def2/J DEFGRID3
* xyz 0 1
O -0.3659 -1.1561 2.6537
C -0.8688 -0.8373 1.6562
O -1.5260 -0.5611 0.7266
C 0.0756 0.0840 -1.2339
C 0.6137 0.7051 -0.0127
O 1.0672 0.0806 0.9209
H -0.1922 -0.9708 -1.1636
H -0.6495 0.6694 -1.8073
H 1.1002 0.1874 -1.6500
H 0.7456 1.7989 -0.0899
*
```

As for the calculated total energy: -342.4285 Ha. The value obtained for the energy above the lowest of the compared OMol25 structures with the same formula, charge and spin is 17.2 kcal per mole. The frontier orbital gap comes out at 0.4089 hartree. Its LUMO energy is 0.81 eV. For the highest occupied orbital energy, the calculation gives -10.32 eV.

3.
ORCA calculation (ωB97M-V/def2-TZVPD) on C3H4O3 in the gas phase.

```
! RIJCOSX wB97M-V def2-TZVPD def2/J DEFGRID3
* xyz 0 1
O 2.4520 -0.0146 0.0775
C 1.2901 -0.0612 -0.0727
C 0.0816 -0.7594 0.4360
O -0.4640 -1.8787 -0.1068
C -0.0124 0.6151 -0.4119
O -0.4281 1.8742 0.1780
H -0.0029 -0.5629 1.5819
H -1.3042 -1.5998 -0.4049
H -0.2513 0.4089 -1.4125
H -1.3607 1.9783 0.1354
*
```

As for the calculated total energy: -342.3236 Ha. The value obtained for the energy above the lowest of the compared OMol25 structures with the same formula, charge and spin is 83.1 kcal per mole. The frontier orbital gap comes out at 0.3600 hartree. Its LUMO energy is 0.38 eV. For the highest occupied orbital energy, the calculation gives -9.42 eV.

4.
ORCA calculation (ωB97M-V/def2-TZVPD) on C3H4O3 in the gas phase.

```
! RIJCOSX wB97M-V def2-TZVPD def2/J DEFGRID3
* xyz 0 1
O -0.6991 1.0993 -2.1745
C 0.2571 0.9961 -1.4485
C 0.4059 0.1355 -0.1626
O 1.5478 -0.1755 0.1218
C -0.7225 -0.4045 0.7462
O -0.1302 -1.2453 1.6959
H 1.2697 1.4005 -1.6753
H -1.4798 -0.9535 0.1610
H -1.2675 0.4087 1.2614
H 0.8186 -1.2613 1.4746
*
```

As for the calculated total energy: -342.3923 Ha. The value obtained for the energy above the lowest of the compared OMol25 structures with the same formula, charge and spin is 39.9 kcal per mole. The frontier orbital gap comes out at 0.3539 hartree. Its LUMO energy is -0.90 eV. For the highest occupied orbital energy, the calculation gives -10.53 eV.

5.
ORCA calculation (ωB97M-V/def2-TZVPD) on C3H4O3 in the gas phase.

```
! RIJCOSX wB97M-V def2-TZVPD def2/J DEFGRID3
* xyz 0 1
O -0.7022 -1.9600 -0.2590
C -0.5663 -0.7393 0.4005
C 0.6661 -0.0119 -0.0665
O 1.6074 -0.5133 -0.5928
C -0.0943 2.0134 -0.5844
O 0.6994 1.3699 0.2477
H 0.1838 -2.2513 -0.5202
H -1.4554 -0.1289 0.2222
H -0.4469 -0.8559 1.4929
H 0.1085 3.0773 -0.3403
*
```

As for the calculated total energy: -342.3114 Ha. The value obtained for the energy above the lowest of the compared OMol25 structures with the same formula, charge and spin is 90.7 kcal per mole. The frontier orbital gap comes out at 0.3517 hartree. Its LUMO energy is 0.01 eV. For the highest occupied orbital energy, the calculation gives -9.56 eV.

6.
ORCA calculation (ωB97M-V/def2-TZVPD) on C3H4O3 in the gas phase.

```
! RIJCOSX wB97M-V def2-TZVPD def2/J DEFGRID3
* xyz 0 1
C 0.3991 0.5277 0.2643
C -0.9524 -0.1530 0.0852
O -0.5023 -1.7762 -0.2228
O -1.9416 -0.0404 1.1535
C -2.3733 0.0756 -0.1102
O -3.3692 0.2657 -0.6967
H 0.2923 1.3876 1.0177
H 0.6598 0.8690 -0.6500
H 1.0588 -0.1698 0.5367
H -1.3061 -2.0026 -0.6866
*
```

As for the calculated total energy: -342.3361 Ha. The value obtained for the energy above the lowest of the compared OMol25 structures with the same formula, charge and spin is 75.2 kcal per mole. The frontier orbital gap comes out at 0.4275 hartree. Its LUMO energy is 0.66 eV. For the highest occupied orbital energy, the calculation gives -10.98 eV.

7.
ORCA calculation (ωB97M-V/def2-TZVPD) on C3H4O3 in the gas phase.

```
! RIJCOSX wB97M-V def2-TZVPD def2/J DEFGRID3
* xyz 0 1
O 0.4713 -1.0201 -1.6597
C 0.4473 -0.0849 -0.7512
C 0.3503 -0.3357 0.6911
O 1.6187 -0.2515 0.8565
C -1.3170 1.1900 0.2578
O -0.5710 0.8041 1.2204
H 0.0606 -1.8327 -1.3218
H 0.8553 0.8605 -1.0781
H -0.2063 -1.2328 1.0311
H -1.9997 1.9579 0.6887
*
```

As for the calculated total energy: -342.2435 Ha. The value obtained for the energy above the lowest of the compared OMol25 structures with the same formula, charge and spin is 133.3 kcal per mole. The frontier orbital gap comes out at 0.3296 hartree. Its LUMO energy is 0.23 eV. For the highest occupied orbital energy, the calculation gives -8.74 eV.

8.
ORCA calculation (ωB97M-V/def2-TZVPD) on C3H4O3S as an isolated structure.

```
! RIJCOSX wB97M-V def2-TZVPD def2/J DEFGRID3
* xyz 0 1
C -1.0844 -0.4410 -0.4799
C 0.1315 -0.2366 0.5576
C 0.8253 1.1550 0.4092
H -2.2315 -1.3538 -2.3369
H -0.3359 -0.5489 1.5910
H 0.8539 -0.9700 0.2332
H 2.3814 0.0505 1.3788
O -2.1873 -0.5918 -0.0235
O 2.1524 0.9910 0.9809
O 0.3906 2.1652 -0.0201
S -0.8959 -0.2197 -2.2902
*
```

As for the calculated total energy: -740.5491 Ha. The value obtained for the energy above the lowest of the compared OMol25 structures with the same formula, charge and spin is 69.4 kcal per mole. The frontier orbital gap comes out at 0.3482 hartree. Its LUMO energy is -0.53 eV. For the highest occupied orbital energy, the calculation gives -10.00 eV.

9.
ORCA calculation (ωB97M-V/def2-TZVPD) on C3H4O3S in the gas phase.

```
! RIJCOSX wB97M-V def2-TZVPD def2/J DEFGRID3
* xyz 0 1
O 0.4056 1.2706 2.1377
C 0.7406 0.5271 1.1727
O 1.9762 -0.1097 1.1213
C -0.3764 0.1897 0.1814
C -0.1580 -0.4256 -1.1739
O 0.9779 -0.8044 -1.4754
S -1.5768 -0.7420 -2.0852
H 2.0699 -0.7257 0.4022
H -0.9207 1.2573 0.2373
H -0.9619 -0.6937 0.6844
H -2.1765 0.2564 -1.2025
*
```

As for the calculated total energy: -740.5938 Ha. The value obtained for the energy above the lowest of the compared OMol25 structures with the same formula, charge and spin is 41.3 kcal per mole. The frontier orbital gap comes out at 0.3940 hartree. Its LUMO energy is 0.13 eV. For the highest occupied orbital energy, the calculation gives -10.59 eV.

10.
ORCA calculation (ωB97M-V/def2-TZVPD) on C3H4O3S in the gas phase.

```
! RIJCOSX wB97M-V def2-TZVPD def2/J DEFGRID3
* xyz 0 1
C -0.2240 0.3142 0.1438
C -1.0814 -0.6922 -0.1423
C 1.2841 0.3071 0.2636
O 1.8767 1.2085 -0.7469
O -2.3127 -0.0914 -0.1569
O -0.9651 -2.0209 -0.2308
S -1.6711 1.4035 0.2643
H 1.4837 0.5439 1.3945
H 1.5501 2.1430 -0.7287
H 1.8045 -0.6159 0.0391
H -1.7446 -2.4997 -0.0999
*
```

As for the calculated total energy: -740.5166 Ha. The value obtained for the energy above the lowest of the compared OMol25 structures with the same formula, charge and spin is 89.7 kcal per mole. The frontier orbital gap comes out at 0.3142 hartree. Its LUMO energy is 0.15 eV. For the highest occupied orbital energy, the calculation gives -8.40 eV.

11.
ORCA calculation (ωB97M-V/def2-TZVPD) on C3H4O3Sc as an isolated structure.

```
! RIJCOSX wB97M-V def2-TZVPD def2/J DEFGRID3
* xyz 1 1
H 1.7145 2.0241 -0.0080
O 0.3284 0.9462 -0.1131
C -1.2729 0.7212 -0.4207
C -0.6809 -0.2686 0.4230
O -0.5764 -1.5546 -0.0335
C 0.6034 -2.3188 0.1194
O 1.6195 -1.6084 0.2953
Sc 2.2061 0.1951 -0.3436
H -1.5080 0.4693 -1.4564
H -1.7848 1.5743 0.0254
H -0.6489 -0.1798 1.5122
*
```

As for the calculated total energy: -1102.7061 Ha. The value obtained for the energy above the lowest of the compared OMol25 structures with the same formula, charge and spin is 77.2 kcal per mole. The frontier orbital gap comes out at 0.2551 hartree. Its LUMO energy is -6.01 eV. For the highest occupied orbital energy, the calculation gives -12.95 eV.

12.
ORCA calculation (ωB97M-V/def2-TZVPD) on C3H4O3Tb as an isolated structure.

```
! RIJCOSX wB97M-V def2-TZVPD def2/J DEFGRID3
* xyz 0 8
O 0.8973 -1.3623 0.0123
C 0.9403 -0.6507 0.9858
C 1.3997 -0.4041 2.2007
H -0.4635 0.7005 -0.0207
H 2.3378 0.1415 2.3083
H 0.9362 -0.9049 3.0730
O -0.3411 0.9827 -2.2118
C -1.1715 0.9069 -1.1311
O -2.0523 -0.1214 -1.3183
Tb -0.7272 -1.1438 -2.8245
H -1.7558 1.8556 -1.0738
*
```

As for the calculated total energy: -1166.7256 Ha. The value obtained for the energy above the lowest of the compared OMol25 structures with the same formula, charge and spin is 38.0 kcal per mole. The frontier orbital gap (spin up / spin down) comes out at 0.2553 / 0.2182 hartree. Its LUMO energy (spin up / spin down) is -0.35 / -1.10 eV. For the highest occupied orbital energy (spin up / spin down), the calculation gives -7.30 / -7.04 eV.

13.
ORCA calculation (ωB97M-V/def2-TZVPD) on C3H4O3Tl as an isolated structure.

```
! RIJCOSX wB97M-V def2-TZVPD def2/J DEFGRID3
* xyz 3 1
C -1.1557 0.9517 -0.2620
C -1.1856 -0.4269 0.1383
O -0.1733 -1.1654 0.3884
C 1.1831 -0.7907 0.2178
O 1.5336 0.3515 0.5675
O 1.8966 -1.6265 -0.3378
H -1.2170 0.9929 -1.3599
H -2.1257 -0.8953 0.4506
H -2.0797 1.4114 0.1377
Tl 3.4765 -0.2421 0.0022
H -0.1528 1.4395 0.0573
*
```

As for the calculated total energy: -513.3358 Ha. The value obtained for the energy above the lowest of the compared OMol25 structures with the same formula, charge and spin is 0.0 kcal per mole. The frontier orbital gap (spin up / spin down) comes out at 0.2197 / 0.2197 hartree. Its LUMO energy (spin up / spin down) is -20.85 / -20.85 eV. For the highest occupied orbital energy (spin up / spin down), the calculation gives -26.83 / -26.83 eV.

14.
ORCA calculation (ωB97M-V/def2-TZVPD) on C3H4O3V as an isolated structure.

```
! RIJCOSX wB97M-V def2-TZVPD def2/J DEFGRID3
* xyz 1 5
C 0.9942 1.6243 -1.1526
C -0.2706 1.2823 -1.0096
O -0.7552 0.3204 -0.1584
C -2.0567 0.0137 -0.1572
O -2.0468 -1.0844 0.5806
V -0.0255 -1.3146 1.0665
H 1.3029 2.2227 -2.0090
H 1.6826 1.5209 -0.3049
H -2.9241 -1.4661 0.7375
O 1.6605 -1.8309 1.1440
H 2.4388 -1.2885 1.2631
*
```

As for the calculated total energy: -1285.9602 Ha. The value obtained for the energy above the lowest of the compared OMol25 structures with the same formula, charge and spin is 94.2 kcal per mole. The frontier orbital gap (spin up / spin down) comes out at 0.3261 / 0.3377 hartree. Its LUMO energy (spin up / spin down) is -4.82 / -5.52 eV. For the highest occupied orbital energy (spin up / spin down), the calculation gives -13.70 / -14.71 eV.

15.
ORCA calculation (ωB97M-V/def2-TZVPD) on C3H4O4 in the gas phase.

```
! RIJCOSX wB97M-V def2-TZVPD def2/J DEFGRID3
* xyz 0 1
O 0.0390 1.7425 -1.7444
C 0.1548 0.8113 -1.0401
O 1.0934 -0.1933 -0.9849
C 0.5611 -0.8108 0.2951
O 0.2977 -2.0722 0.0516
C -0.6400 0.3698 0.2484
O -0.6710 1.2758 1.2861
H 1.2878 -0.6657 0.9854
H -0.6171 -2.2584 -0.2074
H -1.6102 -0.1043 -0.1420
H 0.1046 1.9053 1.2524
*
```

As for the calculated total energy: -417.6273 Ha. The value obtained for the energy above the lowest of the compared OMol25 structures with the same formula, charge and spin is 41.4 kcal per mole. The frontier orbital gap comes out at 0.3932 hartree. Its LUMO energy is 0.49 eV. For the highest occupied orbital energy, the calculation gives -10.21 eV.

16.
ORCA calculation (ωB97M-V/def2-TZVPD) on C3H4O5Rb as an isolated structure.

```
! RIJCOSX wB97M-V def2-TZVPD def2/J DEFGRID3
* xyz 0 2
O -0.2247 -0.7237 1.6547
C 0.0269 -0.4588 0.4172
O 0.2164 -1.5608 -0.2501
Rb 3.0755 -3.0485 -1.4366
O -0.8355 0.4545 -0.1636
O 1.8671 2.0156 0.3974
C 1.9542 0.7200 0.3250
O 2.8927 0.1099 -0.1284
H 0.9347 2.2759 0.4923
C -2.1999 0.1174 -0.3001
H -2.3377 -0.9056 -0.6812
H -2.6958 0.1877 0.6755
H -2.6739 0.8165 -1.0021
*
```

As for the calculated total energy: -516.8745 Ha. The value obtained for the energy above the lowest of the compared OMol25 structures with the same formula, charge and spin is 59.1 kcal per mole. The frontier orbital gap (spin up / spin down) comes out at 0.2143 / 0.2014 hartree. Its LUMO energy (spin up / spin down) is -1.17 / -1.17 eV. For the highest occupied orbital energy (spin up / spin down), the calculation gives -7.00 / -6.65 eV.

17.
ORCA calculation (ωB97M-V/def2-TZVPD) on a 2-piece molecular cluster, C3H4OS overall.

```
! RIJCOSX wB97M-V def2-TZVPD def2/J DEFGRID3
* xyz 0 1
C -0.5682 -0.2484 -1.4176
C -0.5582 -1.5036 -1.4375
C 0.4660 0.7739 1.1667
O -0.4789 0.8839 -1.4758
S 0.8013 -0.9270 0.7593
H -1.1030 -2.3974 -1.4430
H 0.6710 1.3329 0.3338
H 1.2625 1.1084 1.8855
H -0.4925 0.9773 1.6286
*
```

As for the calculated total energy: -589.9878 Ha. The value obtained for the energy above the lowest of the compared OMol25 structures with the same formula, charge and spin is 85.9 kcal per mole. The frontier orbital gap (spin up / spin down) comes out at 0.2644 / 0.2644 hartree. Its LUMO energy (spin up / spin down) is -1.97 / -1.96 eV. For the highest occupied orbital energy (spin up / spin down), the calculation gives -9.16 / -9.15 eV.

18.
ORCA calculation (ωB97M-V/def2-TZVPD) on C3H4OS in the gas phase.

```
! RIJCOSX wB97M-V def2-TZVPD def2/J DEFGRID3
* xyz 0 1
C 0.8373 0.8579 0.1165
C 0.3301 -0.5824 -0.0250
O 1.0120 -1.5671 0.0596
C -1.1913 -0.7820 -0.1674
S -2.3937 0.3271 -0.2681
H 1.5366 1.0879 -0.8305
H 1.4339 0.9683 0.9211
H -0.0336 1.5599 0.1241
H -1.5312 -1.8697 0.0697
*
```

As for the calculated total energy: -590.0827 Ha. The value obtained for the energy above the lowest of the compared OMol25 structures with the same formula, charge and spin is 26.3 kcal per mole. The frontier orbital gap comes out at 0.2852 hartree. Its LUMO energy is -1.47 eV. For the highest occupied orbital energy, the calculation gives -9.23 eV.

19.
ORCA calculation (ωB97M-V/def2-TZVPD) on C3H4OS as an isolated structure.

```
! RIJCOSX wB97M-V def2-TZVPD def2/J DEFGRID3
* xyz 0 1
C -0.0386 -1.0169 -0.2350
C 0.2591 0.1081 0.7195
C -0.0640 0.9071 -0.5271
H 1.0672 0.2396 1.4046
H -0.5060 -0.0639 1.5973
H 0.7127 1.3169 -1.0590
H -0.9516 1.4732 -0.5946
O -0.3589 -0.2861 -1.2875
S -0.1198 -2.6780 -0.0182
*
```

As for the calculated total energy: -590.0633 Ha. The value obtained for the energy above the lowest of the compared OMol25 structures with the same formula, charge and spin is 38.5 kcal per mole. The frontier orbital gap comes out at 0.3351 hartree. Its LUMO energy is 0.45 eV. For the highest occupied orbital energy, the calculation gives -8.67 eV.

20.
ORCA calculation (ωB97M-V/def2-TZVPD) on C3H4OS as an isolated structure.

```
! RIJCOSX wB97M-V def2-TZVPD def2/J DEFGRID3
* xyz 0 1
C -0.8685 -0.1310 -0.1042
C 0.3563 -1.0047 -0.0144
C 0.2217 1.0206 -0.0322
H 0.4878 -1.4826 0.9493
H 0.4098 -1.7829 -0.7649
H 0.1535 1.9079 -0.6894
H 0.4065 1.4586 1.0133
O 1.2131 0.0335 -0.2506
S -2.3801 -0.0196 -0.1069
*
```

As for the calculated total energy: -590.0462 Ha. The value obtained for the energy above the lowest of the compared OMol25 structures with the same formula, charge and spin is 49.2 kcal per mole. The frontier orbital gap comes out at 0.3195 hartree. Its LUMO energy is -0.16 eV. For the highest occupied orbital energy, the calculation gives -8.85 eV.